# C30H36ClF9N6O3Rb

C30H36ClF9N6O3Rb as an isolated structure in a non-equilibrium geometry (ωB97M-V/def2-TZVPD, OMol25).

The geometry in ORCA input format:
```
! RIJCOSX wB97M-V def2-TZVPD def2/J DEFGRID3
* xyz -1 1
Rb 9.17846 11.65484 12.23343
N 12.27119 11.79958 10.69361
C 12.64758 10.37748 10.88819
C 12.11474 9.62205 12.08223
N 11.94591 10.28734 13.31985
C 13.16873 10.76036 14.04862
C 13.21734 12.27391 14.24843
N 13.71085 12.97808 13.10717
C 11.10930 9.45157 14.20542
C 10.77490 10.15697 15.52602
N 9.83698 11.23082 15.26975
H 11.31693 11.96875 10.41290
H 12.82727 12.12756 9.90395
H 13.71857 10.30710 10.79143
H 12.13339 9.83793 10.12478
H 12.71235 8.68601 12.08744
H 11.13576 9.30381 11.75166
H 14.01864 10.45993 13.45380
H 13.26206 10.29684 15.01970
H 13.83388 12.50695 15.12970
H 12.19999 12.55921 14.47974
H 13.56515 13.95911 13.30042
H 13.09424 12.73378 12.31214
H 11.68267 8.48788 14.38857
H 10.14920 9.23020 13.74822
H 11.72764 10.54592 15.89812
H 10.36731 9.41484 16.21365
H 9.87419 11.89294 15.98284
H 8.87866 10.92789 15.27938
Cl 5.61828 16.89863 9.31749
C 7.09978 16.09737 9.76632
C 7.98923 16.67402 10.75013
C 9.04061 15.95339 11.17547
C 9.40483 14.63371 10.62486
O 10.40921 14.03779 11.05505
C 8.49782 14.14134 9.58455
C 8.65710 12.87841 8.97281
N 9.41959 11.86397 9.20572
C 9.31009 10.71621 8.44811
C 9.39678 10.72902 7.08495
C 9.26889 9.60305 6.28848
C 9.01919 8.40575 6.89245
C 8.96085 8.26903 8.27128
C 8.79024 7.03174 8.90635
C 8.72067 6.98025 10.27043
C 8.82234 8.22138 10.98562
N 9.07374 9.37646 10.45356
C 9.14233 9.44318 9.09320
C 7.37295 14.93646 9.18408
H 7.77220 17.71695 11.04012
H 9.69982 16.37378 11.91222
H 7.94958 12.66123 8.14568
H 9.71275 11.64859 6.63091
H 9.35621 9.63700 5.22673
H 8.81819 7.50629 6.29253
H 8.64405 6.18046 8.29636
H 8.55552 6.02750 10.78418
H 8.83150 8.10096 12.09558
H 6.62279 14.64613 8.44400
C 5.75093 15.30818 14.38677
C 7.06080 15.60265 15.15856
C 7.84995 14.28574 14.93450
O 7.44056 13.81838 13.57614
C 6.26923 14.60493 13.17472
H 5.24854 16.18533 13.99154
H 5.04432 14.73169 15.01241
H 6.79279 15.76700 16.19311
H 7.57402 16.49809 14.77521
H 7.57148 13.48584 15.64198
H 8.88671 14.47287 14.87651
H 5.51986 14.02370 12.65906
H 6.57621 15.38472 12.47698
F 5.47537 7.48173 15.69048
C 6.57269 8.21770 15.49474
F 7.58135 7.35909 15.40890
F 6.78160 8.95758 16.56347
C 6.55408 9.14289 14.21639
O 7.77996 9.42203 13.69615
C 5.76786 10.44737 14.68281
F 5.28334 11.18105 13.73168
F 6.56975 11.21491 15.46876
F 4.67786 10.17392 15.44195
C 5.84795 8.38603 13.03191
F 5.86189 9.19262 11.93407
F 6.52192 7.26909 12.74476
F 4.56168 8.00385 13.23586
*
```

Calculated values
Kohn-Sham gap in Ha: 0.25013
Relative energy (zero: lowest compared OMol25 entry of this formula, charge and spin) in eV: 0.428

Mulliken charges, unit e, in atom order: 0.2685 -0.1994 -1.3543 0.1551 1.1429 -1.5510 -0.1581 -0.7774 0.2786 -1.1022 0.0259 -0.2579 0.1879 0.5249 0.5503 0.1415 -0.4313 0.4964 0.6007 0.4147 0.0908 0.3107 0.4629 0.1041 -0.5308 0.4732 0.5394 0.2501 -0.2059 -0.2965 0.6039 -0.8893 -0.4382 0.1036 -0.6603 0.9999 -0.6613 0.0708 -0.3271 0.1781 -1.0021 -0.6818 0.5985 -1.0431 -1.2217 0.0472 1.1527 -0.0392 -1.2520 0.3247 0.4660 0.3074 0.5233 0.4245 0.3009 0.4177 0.4781 0.1525 0.3530 -0.6825 -0.6425 -0.2719 -0.2068 0.0996 0.3793 0.2986 0.3931 0.2992 0.1107 0.2446 0.3490 -0.2505 -0.2788 0.5444 -0.2509 -0.2658 1.0057 -0.3633 0.3779 -0.2498 -0.3045 -0.3538 0.3687 -0.2208 -0.2640 -0.3049